No. 1
Computed, not measured: an isolated molecule of CH4FNP2, with the ωB97M-V functional and the def2-TZVPD basis.

Last column: Mulliken charge in e.
Geometry (Å):
F: -2.17967 0.69927 0.23369  -0.1488
N: -0.31275 -1.81169 0.81280  -0.5966
H: 1.80403 0.57359 0.48494  0.0841
H: 0.32245 -1.13182 -1.55429  0.1426
P: 0.64291 1.38395 0.15569  -0.0950
P: -0.05311 -0.69970 -0.23389  0.2804
C: -1.09982 0.75727 -0.55337  0.0023
H: -0.08899 -1.38637 1.74346  0.2517
H: 0.96495 1.61549 -1.08901  0.0793

Atoms 1-6, force components in eV/Å:
-0.10 0.53 0.39
1.17 0.51 1.18
-0.09 0.27 0.27
0.15 0.22 0.81
0.33 0.73 2.44
-1.99 -0.44 -2.14

Computed properties:
HOMO energy: -8.78 eV
E_tot: -877.62918 a.u.
relative energy (zero: lowest compared OMol25 entry of this formula, charge and spin): 126.74 kcal per mole
orbital gap: 8.2 eV


No. 2
Computed, not measured: a cluster of 2 separate species, CH4I2Si in total, with the ωB97M-V functional and the def2-TZVPD basis.

Last column: Mulliken charge in e.
Geometry (Å):
I: 3.13852 1.54654 0.04992  -0.4440
H: -1.86545 0.07068 0.06647  0.3363
H: -0.62712 1.37698 0.32606  0.2734
H: -0.81453 0.17033 1.50217  0.3091
Si: 0.24752 -0.59120 -0.58047  0.2761
C: -0.99454 0.40151 0.49503  -0.8372
H: -0.01533 -0.17986 -1.93824  0.0054
I: 0.93093 -2.79498 0.07906  0.0810

Atoms 1-6, force components in eV/Å:
-1.47 -1.13 -0.33
-2.63 -0.13 -0.63
-0.30 1.39 -0.46
-0.31 -0.44 1.44
0.84 1.68 1.71
3.75 -1.43 -0.66

Computed properties:
HOMO energy: -8.29 eV
E_tot: -925.35594 a.u.
relative energy (zero: lowest compared OMol25 entry of this formula, charge and spin): 65.65 kcal per mole
orbital gap: 6.3 eV


No. 3
Computed, not measured: an isolated molecule of CH4IN, with the ωB97M-V functional and the def2-TZVPD basis.

Last column: Mulliken charge in e.
Geometry (Å):
H: -0.30932 1.44365 0.48020  0.2263
H: -0.53298 -1.47027 -0.49650  0.3214
H: 0.99221 0.01761 0.70111  0.3193
C: 0.06041 0.29028 0.20166  -0.6536
N: -0.96781 -0.76059 0.28096  -0.5625
I: -2.86948 -0.33431 -0.55593  0.0921
H: 0.51741 0.40864 -0.83139  0.2570

Atoms 1-6, force components in eV/Å:
0.88 -3.37 -0.31
-1.77 1.71 2.55
-0.57 -0.17 1.01
-0.08 3.66 -1.59
1.56 -2.04 -2.54
1.02 0.11 0.28

Computed properties:
HOMO energy: -9.05 eV
E_tot: -392.87820 a.u.
relative energy (zero: lowest compared OMol25 entry of this formula, charge and spin): 16.69 kcal per mole
orbital gap: 8.7 eV


No. 4
Computed, not measured: a cluster of 2 separate species, CH4IN2 in total, with the ωB97M-V functional and the def2-TZVPD basis.

Last column: Mulliken charge in e.
Geometry (Å):
H: -0.81594 -1.57324 0.36554  0.2547
H: -0.78132 1.50949 -0.15179  0.3543
N: 0.05994 -1.64056 0.03764  -0.3934
I: 2.98486 -0.22958 -0.07357  0.3962
N: 1.30838 1.18254 0.01487  -0.4370
H: 1.91878 2.03138 -0.00850  0.4029
H: -0.06440 -1.92208 -0.91754  0.2797
C: 0.13379 0.89209 -0.02195  0.1426

Atoms 1-6, force components in eV/Å:
-4.48 0.19 1.98
0.65 -0.39 0.35
4.13 2.70 -0.62
-0.58 0.40 0.14
4.09 -0.21 -0.06
-1.65 0.01 0.09

Computed properties:
HOMO energy (spin up / spin down): -14.87 / -14.87 eV
net charge: +1
E_tot: -447.21032 a.u.
relative energy (zero: lowest compared OMol25 entry of this formula, charge and spin): 154.80 kcal per mole
orbital gap (spin up / spin down): 7.3 / 7.3 eV


No. 5
Computed, not measured: an isolated molecule of CH4IN4P, with the ωB97M-V functional and the def2-TZVPD basis.

Last column: Mulliken charge in e.
Geometry (Å):
H: 2.03995 -0.48300 0.63790  0.0581
N: -0.00044 1.89525 0.08349  -0.0451
C: -0.04202 -0.40906 -0.86094  -0.0313
N: -0.72495 -0.25926 0.36421  -0.4087
N: -0.37432 0.89581 0.95854  0.1216
I: -3.05013 -0.52561 0.15176  -0.0191
H: -0.63519 -0.75610 -1.79992  0.3527
H: -0.54512 1.13335 1.91299  0.2631
H: 1.39106 -2.07872 0.23268  0.0644
N: 0.23875 1.58423 -1.02476  -0.2554
P: 1.70241 -0.99689 -0.65596  -0.1003

Atoms 1-6, force components in eV/Å:
-0.19 0.94 -0.58
-0.09 1.66 0.94
-1.00 2.32 -0.38
-1.01 -0.91 0.37
0.29 -1.29 -1.06
1.04 0.32 -0.13

Computed properties:
HOMO energy: -8.91 eV
E_tot: -898.38927 a.u.
relative energy (zero: lowest compared OMol25 entry of this formula, charge and spin): 68.13 kcal per mole
orbital gap: 7.4 eV


No. 6
Computed, not measured: an isolated molecule of CH4INS, with the ωB97M-V functional and the def2-TZVPD basis.

Last column: Mulliken charge in e.
Geometry (Å):
S: 0.45922 0.46097 0.72632  0.0737
H: -1.11736 -0.51731 -0.58160  0.2978
C: -0.43285 -0.97926 0.11235  -0.6596
N: -0.55801 1.70906 -0.47670  -0.4897
H: -0.43290 2.70553 -0.28951  0.1642
H: 0.35114 -1.61135 -0.40396  0.3292
H: -0.95537 -1.51839 0.97634  0.2401
I: 2.68613 -0.24926 -0.06324  0.0444

Atoms 1-6, force components in eV/Å:
-1.87 3.32 -2.16
-0.40 -0.18 -0.30
0.62 -1.10 0.54
1.28 -3.61 1.56
0.91 -0.01 0.93
-1.41 0.46 0.66

Computed properties:
HOMO energy (spin up / spin down): -8.55 / -8.54 eV
E_tot: -791.00947 a.u.
relative energy (zero: lowest compared OMol25 entry of this formula, charge and spin): 67.09 kcal per mole
orbital gap (spin up / spin down): 7.1 / 7.1 eV


No. 7
Computed, not measured: an isolated molecule of CH4IOP, with the ωB97M-V functional and the def2-TZVPD basis.

Last column: Mulliken charge in e.
Geometry (Å):
H: 1.92491 0.99876 1.49074  0.3512
H: 0.85556 1.87462 0.05853  0.3137
O: 0.24640 -0.46507 -1.29172  -0.5001
P: -0.99951 -0.98047 -0.66168  0.2019
C: 1.13418 1.12591 0.78649  -0.6913
H: -1.35459 -2.18530 -1.30013  0.0841
I: -0.66830 0.61068 1.60213  0.1749
H: -2.08981 0.00615 -1.02782  0.0656

Atoms 1-6, force components in eV/Å:
0.65 0.21 -0.22
1.17 0.00 -0.06
0.85 0.00 -0.06
-1.42 1.25 -1.35
-1.98 0.02 0.23
-0.31 -0.31 0.00

Computed properties:
HOMO energy (spin up / spin down): -8.01 / -8.80 eV
E_tot: -754.63178 a.u.
relative energy (zero: lowest compared OMol25 entry of this formula, charge and spin): 94.55 kcal per mole
orbital gap (spin up / spin down): 7.4 / 7.7 eV


No. 8
Computed, not measured: an isolated molecule of CH4IP, with the ωB97M-V functional and the def2-TZVPD basis.

Last column: Mulliken charge in e.
Geometry (Å):
H: 0.91226 -0.84106 -0.26547  0.3071
P: -1.01812 0.54727 0.41265  -0.0384
I: -1.33553 -1.30468 1.87703  -0.0315
H: 0.99419 0.82469 -0.69592  0.2692
H: 0.16407 1.33708 1.29523  0.0536
C: 0.30473 -0.08037 -0.79818  -0.8438
H: -0.02160 -0.48293 -1.82534  0.2838

Atoms 1-6, force components in eV/Å:
-0.50 0.12 -0.49
2.46 1.71 0.32
-0.10 -0.62 0.47
-0.85 -1.07 -1.38
-2.23 -1.45 -1.36
0.73 0.21 0.78

Computed properties:
HOMO energy: -8.99 eV
E_tot: -679.51611 a.u.
relative energy (zero: lowest compared OMol25 entry of this formula, charge and spin): 21.86 kcal per mole
orbital gap: 9.3 eV


| no. | molecular weight (u) |
| --- | --- |
| 1 | 111.00 |
| 2 | 297.94 |
| 3 | 156.95 |
| 4 | 170.96 |
| 5 | 229.95 |
| 6 | 189.02 |
| 7 | 189.92 |
| 8 | 173.92 |